C18H23Br4CaCl3CsFLiMgN2O6S2 as an isolated structure at a distorted geometry, computed with wB97M-V/def2-TZVPD.

Results
Total energy = -401046.274 eV

Structure (ORCA input):
```
! RIJCOSX wB97M-V def2-TZVPD def2/J DEFGRID3
* xyz 1 1
N 0.07 -2.38 2.58
C 0.29 -2.70 1.14
C 0.66 -1.46 0.35
C 1.31 -0.33 0.83
C 1.61 0.77 -0.13
O 2.64 1.43 -0.11
C 0.54 0.97 -1.11
C 0.11 2.36 -1.60
C -1.27 2.58 -0.98
C -2.51 2.40 -1.86
S -4.04 2.89 -1.00
C -5.08 1.40 -0.91
S -6.39 1.37 -1.84
N -4.85 0.26 -0.07
C -4.23 0.59 1.21
C -3.78 -0.69 2.00
O -4.08 -1.88 1.36
C -3.45 -1.83 0.08
C -4.20 -0.84 -0.81
C -0.17 -0.15 -1.57
C 0.27 -1.46 -1.05
O 0.32 -2.51 -1.75
H -0.67 -2.99 2.91
H -0.35 -1.46 2.59
H 1.01 -3.50 1.01
H -0.66 -3.05 0.73
H 1.62 -0.22 1.85
H 0.14 2.49 -2.68
H 0.80 3.07 -1.14
H -1.38 3.52 -0.43
H -1.26 1.77 -0.28
H -2.40 2.88 -2.84
H -2.61 1.34 -2.06
H -3.37 1.28 1.14
H -4.98 1.07 1.83
H -2.68 -0.68 2.07
H -4.13 -0.65 3.03
H -2.36 -1.62 0.16
H -3.52 -2.83 -0.33
H -5.00 -1.40 -1.29
H -3.56 -0.51 -1.63
H -0.99 -0.05 -2.27
C 4.35 3.56 0.98
O 4.72 4.39 0.17
O 5.02 2.57 1.39
O 3.18 3.60 1.54
Li 1.16 -1.35 -3.45
Ca -1.12 0.29 1.14
C 3.84 -1.68 5.08
Cl 3.21 -1.66 3.50
Cl 3.94 -3.26 5.86
H 4.82 -1.22 5.10
H 3.11 -1.06 5.60
F 3.12 0.27 -2.67
Mg 3.12 0.09 6.99
Br 2.10 0.89 4.50
C 4.74 -2.15 -6.47
Br 4.92 -0.92 -7.92
Br 6.13 -1.94 -5.16
Br 2.98 -2.00 -5.65
H 4.81 -3.15 -6.87
Cl 2.15 4.31 3.59
Cs 2.30 1.14 -4.35
*
```



C18H23CdNO11S2SeSi as an isolated structure, computed with wB97M-V/def2-TZVPD.

Results
Total energy = -142518.369 eV

Structure (ORCA input):
```
! RIJCOSX wB97M-V def2-TZVPD def2/J DEFGRID3
* xyz -2 1
Cd 0.69 -0.60 0.37
O -1.61 2.69 -1.69
C -0.57 2.47 -0.87
O 0.56 2.31 -1.25
C -0.98 2.43 0.57
C -1.87 3.33 1.10
C -2.18 3.23 2.45
C -1.62 2.21 3.19
C -0.77 1.30 2.56
N -0.43 1.44 1.28
C -0.26 0.06 3.32
O -0.31 0.13 4.55
O 0.12 -0.89 2.59
H -1.40 2.23 -2.52
H -2.32 4.08 0.46
H -2.86 3.93 2.91
H -1.82 2.06 4.24
O -0.78 -4.87 -0.28
S -0.84 -3.44 -0.48
O -1.85 -2.76 0.32
O 0.48 -2.80 -0.42
C -1.38 -3.24 -2.20
C -1.91 -4.39 -2.78
C -2.41 -4.40 -4.07
C -2.38 -3.24 -4.81
C -1.86 -2.08 -4.25
C -1.36 -2.07 -2.95
S -0.67 -0.49 -2.43
O -1.22 0.48 -3.37
O -1.16 -0.28 -1.06
O 0.77 -0.63 -2.46
H -1.91 -5.29 -2.17
H -2.81 -5.32 -4.49
H -2.77 -3.22 -5.83
H -1.84 -1.16 -4.81
C -4.71 -1.08 0.22
C -3.81 -0.08 0.92
O -3.05 -0.65 1.97
H -5.29 -0.60 -0.57
H -5.40 -1.54 0.94
H -4.11 -1.88 -0.22
H -4.41 0.72 1.38
H -3.15 0.39 0.18
H -2.45 -1.31 1.58
C 2.33 -3.23 2.60
Si 3.62 -2.50 1.45
C 5.29 -2.54 2.35
C 3.77 -3.65 -0.05
Se 3.23 -0.39 0.83
H 2.68 -4.20 2.96
H 1.38 -3.37 2.09
H 2.13 -2.58 3.45
H 5.56 -3.56 2.65
H 5.24 -1.92 3.25
H 6.08 -2.15 1.72
H 4.14 -4.64 0.24
H 4.45 -3.22 -0.79
H 2.79 -3.77 -0.51
*
```